Entry 1:
The following is a quantum chemistry calculation of C51H49N8O6PSTi as an isolated structure in a non-equilibrium geometry, from OMol25.

spin multiplicity = 2
expectation value of S² = 0.80
orbital gap (alpha / beta) = 5.70 / 7.10 eV
total charge = -1

```
117
Properties=species:S:1:pos:R:3:mulliken_charge:R:1
Ti 1.50366 -0.59823 0.43964 -0.30
C 6.81436 -2.46003 -0.41846 -1.08
O 5.55956 -2.03253 0.02524 -0.11
C 5.49516 -1.16883 1.08454 -0.03
C 6.58686 -0.80223 1.86474 -0.55
C 6.42616 0.09007 2.92284 -1.01
C 5.19066 0.60417 3.22374 -0.93
C 4.04506 0.21517 2.49224 0.33
C 2.74046 0.55017 2.91504 -0.96
N 1.64746 0.11867 2.27554 1.58
N 0.54186 -0.03293 3.04784 -0.66
C -0.27914 -0.87513 2.46494 -0.27
O 0.00576 -1.31973 1.26464 -0.48
C -1.39694 -1.43773 3.21324 0.60
C -1.93704 -0.81493 4.34554 -0.43
C -2.92984 -1.43333 5.07544 -0.84
C -3.40774 -2.68423 4.70424 -0.40
C -2.88344 -3.30843 3.58064 -0.80
C -1.89694 -2.69233 2.84114 0.08
C 4.20806 -0.67313 1.38524 0.98
O 3.15126 -1.06923 0.69964 -0.02
H 6.62786 -3.01643 -1.33626 0.19
H 7.30896 -3.12273 0.30684 0.37
H 7.48986 -1.62353 -0.64036 0.42
H 7.55696 -1.23753 1.68164 0.44
H 7.28716 0.35527 3.52374 0.38
H 5.06946 1.28067 4.05794 0.40
H 2.59916 0.99637 3.90034 0.29
H -1.56224 0.15837 4.62014 0.52
H -3.33884 -0.93903 5.94454 0.42
H -4.17454 -3.17113 5.28974 0.39
H -3.24944 -4.28343 3.28984 0.42
H -1.46904 -3.17243 1.97434 0.40
O 3.20016 -2.02643 -1.67616 -0.48
S 1.85156 -2.51823 -1.73996 1.55
O 1.64206 -3.88363 -1.32356 -0.91
O 0.87266 -1.58503 -1.08746 -0.20
C 1.44976 -2.41043 -3.49096 0.19
C 2.40976 -2.86823 -4.37226 -0.87
C 2.24696 -2.67303 -5.73436 -0.91
C 1.11436 -2.02053 -6.19786 -0.77
C 0.14396 -1.58633 -5.31216 -0.69
C 0.29726 -1.77913 -3.93946 0.41
P -0.93324 -1.24473 -2.68256 2.87
C -2.31524 -0.70643 -3.79046 0.32
C -2.14044 0.55447 -4.36466 -0.51
C -3.17084 1.19077 -5.02676 -0.85
C -4.41514 0.58447 -5.10506 -0.61
C -4.61064 -0.65433 -4.51896 -0.74
C -3.57274 -1.29373 -3.86026 -0.91
C -1.46904 -2.96093 -2.27526 -0.01
C -1.57494 -3.94943 -3.25056 -0.17
C -1.90064 -5.24533 -2.89686 -0.86
C -2.13824 -5.56123 -1.56946 -0.81
C -2.04584 -4.58013 -0.59836 -0.32
C -1.71054 -3.28303 -0.94596 0.18
H 3.28176 -3.35703 -3.96346 0.57
H 3.00376 -3.00893 -6.42916 0.38
H 0.99086 -1.83243 -7.25656 0.41
H -0.74214 -1.09293 -5.68766 0.39
H -1.17754 1.04167 -4.27396 0.33
H -3.01504 2.16897 -5.45996 0.40
H -5.23064 1.07557 -5.61886 0.36
H -5.58474 -1.12213 -4.56696 0.40
H -3.74324 -2.25303 -3.39196 0.43
H -1.39364 -3.70713 -4.29036 0.46
H -1.96034 -6.01203 -3.65716 0.39
H -2.39084 -6.57523 -1.29316 0.37
H -2.22794 -4.83103 0.43754 0.42
H -1.60224 -2.51353 -0.19356 -0.41
C 1.60336 3.99877 2.60684 -1.47
N 1.55616 3.05697 1.51004 0.24
C 2.67256 2.63027 1.06954 -1.03
C 2.79516 1.85507 -0.12846 0.71
C 3.80186 2.03507 -1.07326 -1.18
C 3.38616 1.36827 -2.22956 -1.46
C 2.16966 0.78647 -1.92746 -0.43
N 1.78976 1.06327 -0.65056 1.10
C 0.31076 4.01207 3.37664 0.62
C 0.04636 3.06757 4.35984 0.40
C -1.15134 3.09407 5.05124 -0.62
C -2.10914 4.04927 4.75874 -0.52
C -1.85524 4.99627 3.78374 -0.56
C -0.65234 4.97667 3.10364 -0.46
H 1.76156 4.99627 2.17114 0.41
H 2.45456 3.78497 3.27184 0.50
H 3.63196 2.95967 1.50614 0.30
H 4.69696 2.61607 -0.94156 0.52
H 3.90756 1.30937 -3.16846 0.50
H 1.53506 0.22577 -2.59916 0.67
H 0.76316 2.29027 4.56974 0.14
H -1.33454 2.36667 5.83044 0.51
H -3.05214 4.05527 5.28684 0.37
H -2.59354 5.75427 3.55824 0.39
H -0.46174 5.71747 2.33994 0.29
C -2.60664 0.37317 0.09844 -0.25
N -1.39284 1.14467 0.31924 1.68
C -1.57944 1.95407 1.52194 -0.72
N -2.73454 2.85277 1.41004 0.42
C -3.91494 2.03847 1.16034 -0.86
N -3.78774 1.23157 -0.05146 0.20
C -3.54884 2.13867 -1.17126 0.03
N -2.35644 2.95487 -0.97836 0.23
C -1.20424 2.06067 -0.80016 -0.01
C -2.52474 3.71607 0.25584 -0.90
H -2.76414 -0.28853 0.95484 0.13
H -2.50074 -0.22703 -0.81286 -0.74
H -0.67324 2.54127 1.67584 -0.64
H -1.74124 1.30007 2.38164 0.47
H -4.78904 2.69297 1.05524 0.38
H -4.07544 1.36927 2.01114 0.40
H -4.41564 2.80287 -1.27826 0.37
H -3.44314 1.55327 -2.08986 -0.31
H -0.31194 2.66097 -0.59956 0.18
H -1.06174 1.48267 -1.71926 -0.88
H -3.38794 4.38417 0.14344 0.35
H -1.62774 4.31657 0.42184 0.37
```


Entry 2:
The following is a quantum chemistry calculation of C14H20N2O3 as an isolated structure in a non-equilibrium geometry, from OMol25.

orbital gap = 8.49 eV
total charge = 0

```
39
Properties=species:S:1:pos:R:3:mulliken_charge:R:1
C 1.96637 0.47436 3.96920 -2.19
H 1.88829 0.68083 4.89768 0.74
C 2.93631 1.25208 3.17499 0.02
H 2.76229 2.36545 3.36075 0.18
H 4.23126 1.19404 3.67587 0.15
C 3.24665 1.09026 1.86524 -0.39
N 2.02898 1.51465 1.17053 -0.20
C 1.15326 0.23803 0.74013 0.50
O 1.36807 -0.93702 0.87644 -0.54
N -0.05584 0.85051 0.16005 -0.30
H -0.45763 1.67619 0.46059 0.33
C -1.15027 -0.26794 0.16302 0.52
C -1.07473 -0.86955 1.29822 0.00
O -1.23407 -0.38459 2.47452 -0.69
O -1.45199 -2.27354 1.19662 -0.32
C -1.58422 -2.85926 2.50679 -1.13
H -2.20625 -2.42063 3.06925 0.44
H -1.83537 -3.88124 2.15065 0.32
H -0.65332 -3.07827 2.78080 0.45
H -2.19334 0.50892 0.03041 0.59
C -0.90194 -1.10145 -1.13210 -1.70
C -1.01597 -0.14888 -2.21957 0.62
C -2.16590 0.09702 -3.05335 -0.58
C -2.09952 1.02445 -4.10725 -0.74
C -0.75590 1.12399 -4.68845 -0.26
C 0.34573 1.08715 -4.03725 -0.34
C 0.45518 0.41348 -2.88990 -0.66
H 1.10411 -0.07370 -2.30121 0.57
H 1.33363 1.58306 -4.19904 0.25
H -0.73852 2.12595 -5.55940 0.16
H -2.94753 1.06035 -4.76918 0.35
H -2.90461 -0.34155 -2.78050 0.81
H -0.10115 -1.59416 -1.01466 0.89
H -1.69127 -1.66973 -1.21237 0.48
H 1.74266 2.31265 1.12366 0.00
H 3.18465 -0.16190 1.69678 0.15
H 4.11013 1.43077 1.32124 0.45
H 2.18848 -0.43843 4.00138 0.65
H 1.01687 0.46665 3.55804 0.43
```


Entry 3:
The following is a quantum chemistry calculation of a 3-piece molecular cluster, C3H13NO2S overall in a non-equilibrium geometry, from OMol25.

structure (SMILES) = C[C@@H](N)CS.O.O
orbital gap = 9.49 eV
total charge = 0

```
20
Properties=species:S:1:pos:R:3:mulliken_charge:R:1
C -3.58661 1.67284 2.53849 -1.26
C -2.38715 1.91033 1.60788 0.46
N -1.13636 2.08852 2.30057 -0.46
C -2.26438 0.89122 0.46935 -0.92
S -1.01585 1.35484 -0.77884 -0.22
H -4.38352 2.40610 2.35552 0.29
H -3.27623 1.91725 3.55588 0.37
H -3.89582 0.62772 2.57156 0.33
H -2.50083 2.88542 1.13975 0.27
H -0.74741 1.60488 3.08814 0.15
H -0.67008 2.96780 2.18517 0.15
H -1.95379 -0.06650 0.89925 0.34
H -3.24112 0.78356 0.01487 0.37
H -0.04096 0.84168 -0.02209 0.12
O 4.84292 -2.77472 -3.37697 -0.63
H 4.69275 -3.13748 -2.48405 0.32
H 4.38483 -1.93642 -3.23496 0.33
O 4.76879 -4.96027 -1.34418 -0.67
H 4.70012 -4.85453 -2.30189 0.33
H 4.08166 -5.61406 -1.17204 0.33
```


Entry 4:
The following is a quantum chemistry calculation of C15H29IO5P as an isolated structure in a non-equilibrium geometry, from OMol25.

orbital gap = 8.23 eV
total charge = +1

```
51
Properties=species:S:1:pos:R:3:mulliken_charge:R:1
C -1.84894 1.97204 0.16042 -1.00
C -0.64817 2.12201 -0.80500 -0.86
C -0.09524 0.73386 -1.23090 0.15
C 1.18375 0.48470 -0.46010 -0.68
O 1.30355 -0.95876 -0.06712 -0.27
P 2.76937 -1.25157 0.42678 0.44
C 2.79784 -2.24983 1.94137 -0.66
I 3.33711 -4.27836 1.38554 0.21
C 3.91282 -1.71765 2.86150 -0.66
C 3.60626 -0.35476 3.50113 -1.18
H -1.78929 1.03773 0.72032 0.17
H -2.75472 1.95167 -0.44088 0.35
H -1.86035 2.78487 0.87716 0.38
H 0.12395 2.64424 -0.23781 0.40
H -0.91936 2.70072 -1.68064 0.43
H -0.77861 -0.08353 -1.00495 0.44
H 0.05625 0.76577 -2.30458 -0.48
H 1.24853 1.07485 0.45426 0.45
H 2.05685 0.73329 -1.07322 0.51
H 3.48833 -1.91297 -0.58030 0.14
H 3.36423 -0.01451 0.71748 0.16
H 1.81917 -2.29516 2.40812 0.56
H 4.17431 -2.46545 3.60405 0.48
H 4.80501 -1.58761 2.24014 0.37
H 2.60783 -0.27696 3.92507 0.32
H 3.84515 0.45405 2.81365 0.38
H 4.29901 -0.23510 4.33259 0.36
O -0.65278 0.71402 -4.72111 -0.56
C 0.13076 -0.17510 -4.86508 0.59
O 0.19691 -1.25634 -4.03591 -0.31
C 1.31697 -2.08033 -4.41065 -0.31
C 1.60951 -1.73559 -5.86145 -0.52
C 1.21024 -0.26646 -5.92445 -0.49
H 2.15691 -1.84417 -3.74970 0.14
H 1.04918 -3.12623 -4.27977 0.35
H 2.64090 -1.92846 -6.14974 0.33
H 0.96357 -2.32030 -6.51713 0.27
H 2.03306 0.39339 -5.64404 0.24
H 0.81851 0.01158 -6.89823 0.31
O -5.12814 2.88470 1.53387 -0.55
C -4.72677 2.13180 2.36759 0.54
O -3.48809 2.23836 2.92332 -0.33
C -3.25462 1.13040 3.80785 -0.36
C -4.63656 0.62226 4.19168 -0.53
C -5.44623 0.92465 2.93393 -0.41
H -2.66973 0.37652 3.27251 0.18
H -2.68395 1.47370 4.66820 0.34
H -4.64343 -0.42643 4.48297 0.33
H -5.02545 1.20480 5.02772 0.26
H -5.39347 0.11266 2.20707 0.24
H -6.48193 1.16296 3.15645 0.30
```


Entry 5:
The following is a quantum chemistry calculation of one molecule with the formula C3H4N2OS in a non-equilibrium geometry, from OMol25.

orbital gap = 8.07 eV
total charge = 0

```
11
Properties=species:S:1:pos:R:3:mulliken_charge:R:1
C 0.81715 0.23825 -3.53050 -0.47
C -0.09568 0.72850 0.09598 0.35
C -0.42314 0.20883 1.40264 -0.68
N 0.69856 1.32802 -0.58674 0.61
N 1.20749 2.03831 -1.44395 -0.94
O 2.71434 2.41832 -3.41179 -0.52
S 1.86982 1.33032 -2.86051 0.59
H 1.18225 0.22106 -4.58285 0.28
H 0.55153 0.36585 2.00076 0.25
H -0.98212 -0.78164 1.37993 0.29
H -1.11121 1.07849 1.73932 0.24
```


Entry 6:
The following is a quantum chemistry calculation of one molecule with the formula C3H7PS in a non-equilibrium geometry, from OMol25.

structure (SMILES) = C=CC[PH2]=S
orbital gap = 9.55 eV
total charge = 0

```
12
Properties=species:S:1:pos:R:3:mulliken_charge:R:1
C 0.96780 -1.44165 0.39138 -0.70
C 1.10403 -0.40716 -0.34219 0.14
C 0.23637 0.82471 -0.62300 -0.58
P -1.35476 0.72400 0.35254 0.07
S -2.83706 -0.29807 -0.36195 -0.38
H 0.02442 -1.45776 0.95470 0.02
H 1.55921 -2.31447 0.43211 0.28
H 1.90802 -0.20223 -1.07675 0.23
H 0.03565 0.79970 -1.71211 0.32
H 0.77725 1.74233 -0.48170 0.38
H -1.68752 2.07368 0.95935 0.12
H -0.73343 -0.04308 1.50761 0.09
```